Computed, not measured: a structure of composition C2InO4 in a non-equilibrium geometry, with ωB97M-V/def2-TZVPD.

Summary:
frontier orbital gap (alpha / beta) = 5.8 / 5.8 eV
highest occupied orbital energy (alpha / beta) = -15.3 / -15.3 eV
total charge = +1

XYZ file:
```
7
C2InO4 (ωB97M-V/def2-TZVPD)
O -2.35994 0.35870 -0.55872
C -2.83705 0.22888 0.46800
O 0.07325 -0.18947 0.79779
O 1.61531 0.67522 -0.60986
C 1.49434 -0.10085 0.45413
O 2.17613 -1.14436 0.51762
In -0.16204 0.17189 -1.06897
```

And the Löwdin charges, in e, turn out to be: -0.0023 0.2215 -0.1667 -0.0724 -0.5935 0.1645 1.4489



Computed, not measured: a structure of composition C2KLiO4 in a non-equilibrium geometry, with ωB97M-V/def2-TZVPD.

Summary:
energy relative to the best compared isomer or geometry (same formula, charge and spin) = 0.0 kcal per mole
frontier orbital gap = 7.3 eV
highest occupied orbital energy = -7.9 eV
total charge = 0

XYZ file:
```
8
C2KLiO4 (ωB97M-V/def2-TZVPD)
O -1.19494 0.43347 -0.00083
C -0.41072 -0.45519 -0.46446
O -0.34601 -0.60462 -1.71044
Li -0.45077 1.32885 -1.93683
K -1.28341 0.48056 2.49314
O 1.93567 -0.19951 -0.32912
O 0.79410 -0.41834 1.59428
C 0.95608 -0.56524 0.35427
```

And the Löwdin charges, in e, turn out to be: -0.2389 -0.6220 -0.1216 0.8353 0.9786 -0.0019 -0.2096 -0.6198



Computed, not measured: the ion C2N10O with charge -2 in a non-equilibrium geometry, with ωB97M-V/def2-TZVPD.

Summary:
energy relative to the best compared isomer or geometry (same formula, charge and spin) = 2.0 kcal per mole
frontier orbital gap = 7.0 eV
highest occupied orbital energy = -0.3 eV
total charge = -2

XYZ file:
```
13
C2N10O (ωB97M-V/def2-TZVPD)
C 1.79475 0.36503 0.35086
C -2.92356 -0.30392 -0.51489
N 2.98713 -0.04971 0.87654
N -2.09129 -1.28545 0.05029
N 1.52190 -0.27861 -0.84465
N -2.24907 0.93474 -0.25072
N 3.43239 -0.87348 -0.04199
N -0.96379 -0.68708 0.42869
N 2.59010 -0.99398 -1.03023
N -1.07844 0.57319 0.24394
N 1.06944 1.35267 0.92043
N -0.09884 1.64681 0.90632
O -3.99071 -0.40019 -1.09458
```

And the Löwdin charges, in e, turn out to be: -0.5320 -0.7045 -0.0279 -0.0044 -0.0054 0.0324 -0.1906 -0.0771 -0.1733 -0.2711 -0.0045 0.1037 -0.1453



Computed, not measured: a cluster of 2 separate species, C2N2 in total in a non-equilibrium geometry, with ωB97M-V/def2-TZVPD.

Summary:
energy relative to the best compared isomer or geometry (same formula, charge and spin) = 144.6 kcal per mole
frontier orbital gap (alpha / beta) = 9.0 / 7.1 eV
highest occupied orbital energy (alpha / beta) = -13.1 / -12.3 eV
total charge = 0

XYZ file:
```
4
C2N2 (ωB97M-V/def2-TZVPD)
C -1.95575 -0.51244 0.18639
C 1.11407 0.05990 -0.47578
N -1.01493 0.06849 -0.10502
N 1.78632 0.21663 0.42281
```

And the Löwdin charges, in e, turn out to be: 0.0062 -0.0729 0.0095 0.0572



total charge of number 2 (C2KLiO4)? 0



What did the fourth record say?
Computed, not measured: a cluster of 2 separate species, C2N2 in total in a non-equilibrium geometry, with ωB97M-V/def2-TZVPD.

Summary:
energy relative to the best compared isomer or geometry (same formula, charge and spin) = 144.6 kcal per mole
frontier orbital gap (alpha / beta) = 9.0 / 7.1 eV
highest occupied orbital energy (alpha / beta) = -13.1 / -12.3 eV
total charge = 0

XYZ file:
```
4
C2N2 (ωB97M-V/def2-TZVPD)
C -1.95575 -0.51244 0.18639
C 1.11407 0.05990 -0.47578
N -1.01493 0.06849 -0.10502
N 1.78632 0.21663 0.42281
```

And the Löwdin charges, in e, turn out to be: 0.0062 -0.0729 0.0095 0.0572



What did the fourth record say?
Computed, not measured: a cluster of 2 separate species, C2N2 in total in a non-equilibrium geometry, with ωB97M-V/def2-TZVPD.

Summary:
energy relative to the best compared isomer or geometry (same formula, charge and spin) = 144.6 kcal per mole
frontier orbital gap (alpha / beta) = 9.0 / 7.1 eV
highest occupied orbital energy (alpha / beta) = -13.1 / -12.3 eV
total charge = 0

XYZ file:
```
4
C2N2 (ωB97M-V/def2-TZVPD)
C -1.95575 -0.51244 0.18639
C 1.11407 0.05990 -0.47578
N -1.01493 0.06849 -0.10502
N 1.78632 0.21663 0.42281
```

And the Löwdin charges, in e, turn out to be: 0.0062 -0.0729 0.0095 0.0572



The lowest total charge belongs to which entry? C2N10O